Entry 1:
DFT (ωB97M-V/def2-TZVPD) results for a structure of composition C27H16Br6F3NO6Rh.

CARTESIAN COORDINATES (ANGSTROEM)
C1 -0.403 3.710 -1.680
H1 -0.773 7.411 0.302
H2 -0.036 2.666 -3.540
H3 0.790 7.472 -0.506
Br1 -0.398 -1.197 -5.318
O1 1.628 -4.294 1.146
O2 -0.644 0.406 -0.090
C2 -4.117 -1.695 -3.425
Br2 -5.926 -1.715 -3.927
Br3 -3.606 -1.314 -6.229
Br4 3.864 -1.605 5.458
C3 3.242 -1.552 3.666
C4 0.174 3.132 0.631
C5 -0.243 5.042 -1.361
C6 -1.782 -1.467 -4.083
H4 1.196 1.373 1.344
O3 1.939 -1.414 -0.262
C7 -1.389 -1.616 -2.722
C8 -3.106 -1.507 -4.428
C9 -0.496 1.352 -0.988
Rh1 0.002 -1.674 -0.333
H5 -0.396 5.789 -2.137
H6 5.200 -1.381 2.890
Br5 -5.039 -2.098 -0.737
F1 -0.179 -6.530 -0.859
H7 -1.738 2.797 -3.112
C10 -0.768 -1.778 2.539
H8 0.631 4.792 1.886
H9 1.004 2.659 2.551
C11 0.814 -1.733 4.337
C12 0.099 5.467 -0.074
C13 1.481 -1.593 2.042
H10 0.700 7.088 1.217
H11 -0.366 1.622 2.093
C14 0.684 -6.175 0.098
O4 0.015 -3.958 -0.406
C15 -0.480 -1.798 3.911
F2 0.274 -6.771 1.236
H12 -1.291 -1.870 4.622
N1 0.184 -1.687 1.652
C16 0.518 2.144 1.719
H13 -0.866 4.218 -3.710
C17 0.212 6.937 0.252
C18 1.856 -1.628 3.395
C19 4.146 -1.435 2.657
O5 -2.048 -1.954 -0.495
C20 -2.415 -1.823 -1.704
C21 -3.776 -1.851 -2.106
C22 2.408 -1.465 0.974
O6 -0.178 -1.565 -2.353
C23 -0.235 2.706 -0.673
Br6 5.007 -1.205 -0.059
C24 -0.781 3.327 -3.087
C25 0.806 -4.638 0.308
H14 -1.777 -1.842 2.149
H15 1.044 -1.764 5.394
H16 -0.591 1.093 -2.043
F3 1.872 -6.715 -0.220
C26 3.732 -1.381 1.310
C27 0.318 4.485 0.890

The HOMO energy (alpha / beta) is -2.7 / -5.8 eV. The calculation puts the frontier orbital gap (alpha / beta) at 4.5 / 5.6 eV. Its energy above the lowest of the compared OMol25 structures with the same formula, charge and spin is 143.26 kJ/mol. Its molar mass is 1089.8 u. Its spin multiplicity is 5. The total charge is -1.



Entry 2:
DFT (ωB97M-V/def2-TZVPD) results for a structure of composition C27H16Cl5GaN2OS2.

CARTESIAN COORDINATES (ANGSTROEM)
H1 0.866 1.539 -4.856
C1 -2.071 1.766 -0.031
Ga1 -0.167 -0.261 -1.141
C2 -2.802 -4.960 -1.743
H2 -1.803 3.680 2.739
C3 -2.400 -4.228 -0.637
C4 0.437 0.791 -4.199
C5 3.328 0.135 1.961
H3 4.075 0.275 2.731
H4 -2.725 1.513 -0.857
C6 -2.543 -4.508 -3.031
C7 -5.535 4.783 1.298
O1 -0.808 -1.379 -2.355
C8 -1.737 -3.039 -0.867
Cl1 -1.550 -2.743 -4.812
H5 7.790 -2.584 1.844
C9 -1.876 -3.311 -3.218
C10 -4.263 4.321 1.698
C11 -0.032 1.389 1.021
C12 4.776 -1.559 0.830
Cl2 -1.206 -2.070 0.505
H6 2.559 1.992 3.848
S1 5.045 -2.662 -0.469
C13 6.567 -3.108 0.148
H7 -0.037 -0.038 -4.714
C14 1.831 1.829 3.064
C15 -5.965 4.193 0.147
N1 -0.903 1.139 0.015
H8 2.649 -1.593 -0.869
Cl3 -0.763 1.586 -3.156
C16 2.143 0.877 2.029
H9 7.163 -3.840 -0.373
Cl4 -3.633 -6.449 -1.515
H10 5.911 -0.943 2.580
C17 1.204 0.675 1.019
Cl5 1.728 0.161 -3.152
C18 6.870 -2.442 1.298
C19 -1.554 2.963 1.968
H11 -2.861 -5.086 -3.887
C20 3.556 -0.771 0.928
C21 0.663 2.506 3.066
S2 -4.850 3.049 -0.440
H12 -2.599 -4.576 0.365
H13 -6.104 5.528 1.834
H14 -3.760 4.686 2.582
C22 -3.744 3.381 0.841
C23 -0.321 2.303 2.033
C24 -2.456 2.711 0.937
C25 -1.456 -2.544 -2.131
N2 1.420 -0.201 0.009
H15 -6.889 4.361 -0.381
C26 5.845 -1.553 1.691
C27 2.544 -0.902 -0.040
H16 0.444 3.217 3.851

The HOMO energy is -13.4 eV. The calculation puts the frontier orbital gap at 6.3 eV. Its molar mass is 695.6 u. The total charge is +2.



Entry 3:
DFT (ωB97M-V/def2-TZVPD) results for a structure of composition C27H16ClN5O6Zr.

CARTESIAN COORDINATES (ANGSTROEM)
C1 -5.084 -2.282 0.503
C2 0.539 -1.358 -4.859
H1 1.388 -3.234 -4.210
C3 0.577 0.339 -3.195
C4 -0.428 -0.896 -0.010
C5 -2.679 -2.249 0.332
C6 0.445 3.260 -0.853
H2 2.065 -3.067 3.948
C7 0.210 4.439 -1.555
N1 -7.252 -4.983 0.992
H3 0.045 4.406 -2.616
H4 1.161 1.009 5.015
C8 1.621 -1.085 4.676
O1 -0.061 2.550 -3.582
H5 -3.813 -5.412 0.814
O2 0.846 2.778 3.340
C9 -1.461 -1.517 0.155
C10 -3.831 -4.339 0.679
Cl1 4.178 0.260 -0.363
H6 0.821 4.579 2.252
C11 0.661 3.311 0.534
Zr1 1.385 0.404 -0.172
C12 1.346 0.218 4.303
N2 0.560 1.960 -1.416
H7 -0.203 0.661 -5.142
H8 0.399 6.650 1.002
O3 3.979 0.878 0.919
H9 -6.034 -1.765 0.502
C13 -2.655 -3.634 0.508
C14 1.847 -2.040 3.694
C15 -5.049 -3.664 0.676
H10 -1.705 -4.152 0.508
H11 1.659 -1.359 5.722
C16 -6.274 -4.397 0.853
H12 1.955 -2.361 1.567
C17 -3.906 -1.580 0.331
C18 1.436 -1.739 -2.687
C19 0.314 1.751 -2.743
N3 1.153 -0.486 -2.323
C20 1.789 -1.656 2.370
C21 1.144 -2.214 -3.949
C22 0.255 -0.059 -4.481
C23 1.006 1.922 2.490
O4 3.478 1.091 -1.343
O5 5.515 0.001 -0.695
H13 1.911 -2.364 -1.942
O6 3.359 -0.987 -0.336
N4 1.524 -0.397 2.015
N5 0.939 2.048 1.130
H14 0.004 6.562 -1.443
C24 0.188 5.654 -0.884
H15 -3.923 -0.508 0.195
C25 0.648 4.537 1.192
C26 1.307 0.522 2.954
H16 0.297 -1.705 -5.855
C27 0.407 5.703 0.479

The HOMO energy is -8.0 eV. The calculation puts the frontier orbital gap at 7.0 eV. Its energy above the lowest of the compared OMol25 structures with the same formula, charge and spin is 36.46 kJ/mol. Its molar mass is 633.1 u.



Entry 4:
DFT (ωB97M-V/def2-TZVPD) results for a structure of composition C27H17F12KN2O2.

CARTESIAN COORDINATES (ANGSTROEM)
C1 1.109 -0.486 2.544
H1 -4.256 -4.866 1.828
C2 -2.097 -1.725 0.457
H2 -2.909 -5.678 2.630
C3 -1.345 4.335 -4.086
N1 -1.802 5.619 -6.289
F1 4.657 -2.053 -0.265
F2 1.796 1.614 -1.378
C4 -1.608 5.043 -5.311
H3 1.882 -0.082 4.490
C5 -4.302 -0.782 -0.526
C6 -0.959 -4.022 1.620
H4 4.574 0.334 1.240
O1 -2.277 0.059 -1.250
C7 4.480 0.640 3.881
H5 -3.923 -2.832 0.686
F3 5.525 -0.099 -0.644
H6 -3.194 -5.934 0.912
H7 0.113 -0.696 2.918
C8 -0.006 4.029 -2.112
C9 4.491 -0.933 -0.990
F4 -5.158 -1.050 0.502
C10 3.581 0.094 1.593
C11 3.017 -0.364 -0.846
F5 -3.381 0.127 2.171
H8 4.379 0.192 4.873
N2 0.182 -0.769 0.356
C12 -2.813 -0.473 -0.140
C13 -0.676 -1.744 0.696
F6 3.790 2.008 -0.653
C14 -3.216 -5.179 1.707
C15 -1.900 2.589 -2.514
H9 0.839 4.308 -1.496
H10 4.479 1.727 4.014
C16 2.604 -0.282 0.665
C17 -0.258 4.708 -3.291
C18 -2.334 -3.998 1.397
C19 -2.882 0.602 0.999
C20 -2.851 -2.842 0.828
O2 2.253 -1.082 -1.653
H11 -0.651 2.443 -0.789
C21 -2.158 3.268 -3.695
F7 -4.386 -1.833 -1.368
H12 0.383 5.524 -3.601
C22 -0.830 2.979 -1.717
C23 1.284 -0.554 1.133
H13 -2.495 1.752 -2.164
H14 -0.493 -4.907 2.051
C24 -0.176 -2.948 1.287
C25 2.101 -0.134 3.426
F8 3.509 1.224 -2.638
C26 3.061 1.119 -1.368
F9 -4.872 0.247 -1.188
K1 -0.033 -0.285 -2.190
F10 -1.680 1.116 1.285
H15 5.461 0.363 3.488
C27 3.378 0.182 2.959
H16 0.893 -3.003 1.449
H17 -2.984 2.993 -4.339
F11 -3.675 1.663 0.675
F12 4.759 -1.265 -2.261

The HOMO energy is -0.6 eV. The calculation puts the frontier orbital gap at 4.6 eV. Its energy above the lowest of the compared OMol25 structures with the same formula, charge and spin is 5.06 kJ/mol. Its molar mass is 668.5 u. The total charge is -2.